--- one ---
The following is a quantum chemistry calculation of C4H6O in the gas phase, from the Open Molecules 2025 dataset.

Each line ends with the Mulliken charge.
CARTESIAN COORDINATES (ANGSTROEM)
C: 1.112 -0.232 -0.037  -0.480
C: 0.102 0.863 0.351  -0.225
C: -0.944 0.236 -0.588  -0.480
C: -0.262 -0.867 0.242  -0.225
O: -0.386 -0.008 1.431  -0.468
H: 1.495 -0.249 -1.061  0.245
H: 1.881 -0.441 0.710  0.254
H: 0.277 1.914 0.592  0.440
H: -1.985 0.438 -0.328  0.254
H: -0.761 0.265 -1.666  0.245
H: -0.531 -1.919 0.353  0.440

Calculated values
2S+1 = 1
Kohn-Sham gap = 10.7 eV
molar mass = 70.091 g mol⁻¹

***

--- two ---
The following is a quantum chemistry calculation of C4H6O in the gas phase, from the Open Molecules 2025 dataset.

Each line ends with the Mulliken charge.
CARTESIAN COORDINATES (ANGSTROEM)
O: 2.311 0.626 0.120  -0.628
C: 1.345 -0.012 -0.280  0.061
C: 0.220 -0.373 0.613  0.097
C: -0.364 0.803 -0.254  -0.606
C: -1.117 -0.682 0.181  -0.633
H: 1.277 -0.516 -1.262  0.337
H: 0.295 -0.063 1.656  0.228
H: -0.327 1.758 0.259  0.304
H: -0.622 0.824 -1.300  0.324
H: -1.923 -0.835 0.913  0.254
H: -1.267 -1.211 -0.758  0.262

Calculated values
2S+1 = 1
Kohn-Sham gap = 9.6 eV
molar mass = 70.091 g mol⁻¹

***

--- three ---
The following is a quantum chemistry calculation of a molecular structure, C4H6O, from the Open Molecules 2025 dataset.

Each line ends with the Mulliken charge.
CARTESIAN COORDINATES (ANGSTROEM)
C: 0.053 0.474 -1.404  -0.388
C: 0.749 0.001 -0.054  -0.144
C: 0.026 0.501 1.043  -0.167
O: -1.181 0.581 0.537  -0.244
C: -0.709 -0.365 -0.529  -0.255
H: 0.538 -0.045 -2.227  0.249
H: -0.180 1.524 -1.561  0.260
H: 1.635 -0.619 -0.065  0.252
H: 0.220 0.708 2.097  0.356
H: -0.456 -1.465 1.487  0.069
H: -0.723 -1.591 0.761  0.010

Calculated values
2S+1 = 1
Kohn-Sham gap = 9.6 eV
molar mass = 70.091 g mol⁻¹

***

--- four ---
The following is a quantum chemistry calculation of C4H6O in the gas phase, from the Open Molecules 2025 dataset.

Each line ends with the Mulliken charge.
CARTESIAN COORDINATES (ANGSTROEM)
C: 2.181 -0.076 0.115  -0.715
C: 0.955 0.001 -0.470  -0.058
C: -0.329 0.149 0.228  0.027
C: -1.516 -0.101 -0.315  -0.366
O: -2.751 0.068 0.413  -0.494
H: 3.110 0.246 -0.415  0.260
H: 2.142 -0.084 1.238  0.253
H: 0.832 0.008 -1.574  0.227
H: -0.292 0.781 1.221  0.251
H: -1.588 -0.294 -1.411  0.299
H: -2.744 -0.697 0.969  0.314

Calculated values
SMILES = C=C/C=C/O
2S+1 = 1
Kohn-Sham gap = 9.8 eV
molar mass = 70.091 g mol⁻¹

***

Tell me which of them is the least stable. Sure, it is three.

***

--- one ---
The following is a quantum chemistry calculation of a molecular structure, C4H6O, from the Open Molecules 2025 dataset.

Each line ends with the Mulliken charge.
CARTESIAN COORDINATES (ANGSTROEM)
O: -0.419 1.816 -1.072  -0.560
C: 0.151 0.914 -0.524  0.408
C: 0.219 -0.619 -0.765  -0.366
C: 1.096 -0.577 0.475  -0.108
C: 1.044 0.752 0.663  -0.550
H: -0.738 -1.139 -0.668  0.148
H: 0.703 -0.916 -1.701  0.237
H: 1.604 -1.367 1.017  0.379
H: -2.745 -0.472 0.577  0.098
H: 1.472 1.429 1.394  0.409
H: -2.388 0.179 0.602  -0.095

Calculated values
2S+1 = 1
Kohn-Sham gap = 10.4 eV
molar mass = 70.091 g mol⁻¹

***

--- two ---
The following is a quantum chemistry calculation of C4H6O in the gas phase, from the Open Molecules 2025 dataset.

Each line ends with the Mulliken charge.
CARTESIAN COORDINATES (ANGSTROEM)
C: -0.533 -0.274 1.919  -0.544
C: -0.071 0.646 0.893  -0.227
C: -0.017 0.104 -0.461  0.558
C: 1.130 0.365 -1.506  -0.685
O: -0.751 -0.855 -0.708  -0.530
H: -0.932 -1.358 1.742  0.255
H: -0.437 0.074 3.022  0.236
H: 0.084 1.845 0.974  0.225
H: 0.783 0.326 -2.681  0.247
H: 2.014 -0.560 -1.340  0.211
H: 1.443 1.468 -1.124  0.255

Calculated values
SMILES = C=CC(C)=O
2S+1 = 1
Kohn-Sham gap = 9.3 eV
molar mass = 70.091 g mol⁻¹

***

Tell me which of them is the least stable. Sure, it is two.

***

--- one ---
The following is a quantum chemistry calculation of 2 unconnected molecules or ions with the total composition C4H6O, from the Open Molecules 2025 dataset.

Each line ends with the Mulliken charge.
CARTESIAN COORDINATES (ANGSTROEM)
C: -0.094 -1.236 -0.237  -0.951
C: 1.309 -0.704 -0.161  0.148
O: 1.876 -0.420 0.870  -0.488
H: 0.037 -2.314 -0.338  0.337
H: -0.626 -0.864 -1.120  0.305
H: -0.669 -1.025 0.668  0.318
H: 1.837 -0.677 -1.138  0.309
C: -0.427 1.608 0.645  -0.533
C: -1.407 2.022 0.084  -0.400
H: 0.441 1.208 1.128  0.572
H: -2.277 2.402 -0.401  0.382

Calculated values
SMILES = CC=O.C#C
2S+1 = 1
Kohn-Sham gap = 11.2 eV
molar mass = 70.091 g mol⁻¹

***

--- two ---
The following is a quantum chemistry calculation of C4H6O in the gas phase, from the Open Molecules 2025 dataset.

Each line ends with the Mulliken charge.
CARTESIAN COORDINATES (ANGSTROEM)
O: -1.920 -1.079 0.816  -0.511
C: -0.946 -0.739 -0.145  -0.353
C: -0.218 0.515 0.211  -0.208
C: 1.003 0.870 -0.227  -0.025
C: 2.163 0.539 -0.923  -0.434
H: -1.453 -1.258 1.641  0.308
H: -0.230 -1.555 -0.338  0.272
H: -1.499 -0.574 -1.078  0.235
H: 0.993 1.968 -0.315  0.241
H: -0.822 1.291 0.677  0.287
H: 2.929 0.022 -0.317  0.188

Calculated values
2S+1 = 1
Kohn-Sham gap (alpha / beta) = 7.7 / 7.6 eV
molar mass = 70.091 g mol⁻¹

***

--- three ---
The following is a quantum chemistry calculation of a molecular structure, C4H6O, from the Open Molecules 2025 dataset.

Each line ends with the Mulliken charge.
CARTESIAN COORDINATES (ANGSTROEM)
C: 1.069 -0.343 1.072  -0.681
C: -0.539 -0.363 0.194  -0.141
C: -0.685 1.003 -0.478  -0.440
O: 0.664 0.994 -0.958  -0.437
C: 0.873 -0.292 -0.373  0.004
H: 1.124 -1.423 1.305  0.195
H: -0.307 -0.140 1.350  0.148
H: -1.183 -1.224 0.049  0.431
H: -0.876 1.856 0.182  0.274
H: -1.414 0.980 -1.296  0.238
H: 1.273 -1.047 -1.046  0.409

Calculated values
2S+1 = 1
Kohn-Sham gap = 9.7 eV
molar mass = 70.091 g mol⁻¹

***

Tell me which of them is the least stable. Sure, it is two.

***

--- one ---
The following is a quantum chemistry calculation of C2H3NO4 in the gas phase, from the Open Molecules 2025 dataset.

Each line ends with the Mulliken charge.
CARTESIAN COORDINATES (ANGSTROEM)
H: 2.984 0.530 -0.317  0.285
N: 2.141 1.041 -0.089  -0.588
C: 1.135 0.342 0.119  0.622
O: 0.941 -0.992 -0.325  -0.555
O: -0.067 0.874 0.396  -0.298
C: -1.144 -0.056 0.111  0.761
O: -1.358 -1.077 0.704  -0.558
O: -2.079 0.645 -0.517  -0.408
H: 0.406 -1.608 0.213  0.368
H: -2.957 0.300 -0.296  0.371

Calculated values
SMILES = [H]/N=C(\O)OC(=O)O
2S+1 = 1
Kohn-Sham gap = 11.0 eV
molar mass = 105.049 g mol⁻¹

***

--- two ---
The following is a quantum chemistry calculation of C2H3NO4 in the gas phase, from the Open Molecules 2025 dataset.

Each line ends with the Mulliken charge.
CARTESIAN COORDINATES (ANGSTROEM)
H: 0.831 -1.804 -0.504  0.304
N: 0.854 -1.327 0.382  -0.621
C: 0.503 -0.215 0.828  0.611
O: 0.899 0.295 1.990  -0.473
O: -0.494 0.542 0.291  -0.310
C: -0.782 0.228 -1.086  0.643
O: -0.939 -0.845 -1.563  -0.459
O: -1.269 1.324 -1.645  -0.428
H: 1.551 -0.300 2.387  0.373
H: -1.153 2.102 -1.080  0.359

Calculated values
SMILES = [H]/N=C(/O)OC(=O)O
2S+1 = 1
Kohn-Sham gap = 10.2 eV
molar mass = 105.049 g mol⁻¹

***

Tell me which of them is the least stable. Sure, it is one.

***

--- one ---
The following is a quantum chemistry calculation of C3H7NOS2 in the gas phase, from the Open Molecules 2025 dataset.

Each line ends with the Mulliken charge.
CARTESIAN COORDINATES (ANGSTROEM)
C: 0.672 -0.560 -0.989  -0.378
C: -0.696 -1.122 -0.591  -0.771
C: -0.808 0.829 1.488  -0.615
N: 1.606 -0.495 0.020  -0.349
O: -1.866 1.230 -1.078  -0.606
S: 2.583 0.834 0.054  -0.041
S: -1.773 0.296 0.131  0.406
H: 0.941 -1.250 -1.846  0.296
H: 0.442 0.433 -1.385  0.486
H: -1.271 -1.434 -1.406  0.416
H: -0.714 -1.833 0.341  0.354
H: -1.142 0.364 2.516  0.264
H: -0.642 1.904 1.367  0.369
H: 2.668 0.805 1.378  0.166

Calculated values
2S+1 = 1
Kohn-Sham gap (alpha / beta) = 7.5 / 7.6 eV
molar mass = 137.229 g mol⁻¹

***

--- two ---
The following is a quantum chemistry calculation of C3H7NOS2 in the gas phase, from the Open Molecules 2025 dataset.

Each line ends with the Mulliken charge.
CARTESIAN COORDINATES (ANGSTROEM)
N: -2.271 -0.270 -0.432  -0.621
C: -0.806 -0.431 -0.598  -0.626
C: 0.074 0.148 0.570  -0.211
O: -0.390 1.432 0.910  -0.472
C: 1.540 0.178 0.123  0.374
S: 2.216 1.541 -0.408  -0.322
S: 2.155 -1.418 0.200  -0.165
H: -2.464 0.680 -0.130  0.279
H: -2.516 -0.907 0.267  0.248
H: -0.530 0.070 -1.550  0.300
H: -0.531 -1.499 -0.711  0.425
H: -0.076 -0.436 1.461  0.345
H: 0.201 2.090 0.517  0.294
H: 3.399 -1.179 -0.220  0.153

Calculated values
SMILES = NC[C@H](O)C(=S)S
2S+1 = 1
Kohn-Sham gap = 8.7 eV
molar mass = 137.229 g mol⁻¹

***

Tell me which of them is the least stable. Sure, it is one.

***

--- one ---
The following is a quantum chemistry calculation of C3H7NOS2 in the gas phase, from the Open Molecules 2025 dataset.

Each line ends with the Mulliken charge.
CARTESIAN COORDINATES (ANGSTROEM)
C: 0.353 -0.309 -0.663  0.451
C: 1.462 2.196 -1.182  -0.815
C: -1.963 -1.490 0.849  -0.765
N: 0.555 -0.899 1.856  -0.651
O: -0.046 -0.300 -2.032  -0.581
S: 1.133 0.968 0.140  0.114
S: -0.028 -1.613 0.569  0.304
H: 0.659 3.036 -1.054  0.267
H: 1.114 1.839 -2.194  0.289
H: 2.503 2.575 -1.461  0.319
H: -2.410 -1.429 -0.113  0.340
H: -2.197 -0.593 1.554  0.270
H: -2.328 -2.473 1.356  0.275
H: 1.194 -1.511 2.375  0.184

Calculated values
2S+1 = 1
Kohn-Sham gap = 8.5 eV
molar mass = 137.229 g mol⁻¹

***

--- two ---
The following is a quantum chemistry calculation of C3H7NOS2 in the gas phase, from the Open Molecules 2025 dataset.

Each line ends with the Mulliken charge.
CARTESIAN COORDINATES (ANGSTROEM)
C: -0.655 0.042 -0.052  0.223
C: -0.437 -0.305 -2.340  -0.765
C: 0.353 -0.462 2.262  -0.793
N: 1.553 1.248 0.701  -0.673
O: -0.022 0.288 -1.124  -0.161
S: -2.243 -0.947 0.195  -0.282
S: 0.113 1.039 1.228  0.298
H: -0.952 0.445 -2.979  0.285
H: -0.968 -1.245 -2.266  0.349
H: 0.390 -0.598 -2.952  0.287
H: -0.577 -1.018 2.142  0.312
H: 0.635 0.088 3.105  0.314
H: 1.206 -0.729 1.689  0.363
H: 1.604 2.153 0.391  0.242

Calculated values
2S+1 = 1
Kohn-Sham gap = 8.3 eV
molar mass = 137.229 g mol⁻¹

***

Tell me which of them is the least stable. Sure, it is one.

***

--- one ---
The following is a quantum chemistry calculation of a molecular structure, C4H9O2, from the Open Molecules 2025 dataset.

Each line ends with the Mulliken charge.
CARTESIAN COORDINATES (ANGSTROEM)
O: 0.363 1.593 1.162  -0.661
C: -0.314 0.713 1.741  -0.296
H: 0.073 0.240 2.662  0.193
H: -1.415 0.834 1.778  0.308
C: -0.979 -0.480 -0.458  -0.531
O: -0.550 -0.849 0.818  -0.587
C: 0.079 -0.845 -1.528  -0.350
C: 1.354 -0.023 -1.383  -1.048
H: -1.092 0.626 -0.472  0.281
H: -1.995 -0.859 -0.699  0.295
H: -0.416 -0.744 -2.506  0.306
H: 0.299 -1.904 -1.357  0.239
H: 2.105 -0.476 -2.035  0.363
H: 1.752 -0.072 -0.366  0.217
H: 1.195 1.038 -1.591  0.271

Calculated values
2S+1 = 1
Kohn-Sham gap = 7.8 eV
molar mass = 89.114 g mol⁻¹
charge = -1

***

--- two ---
The following is a quantum chemistry calculation of 2 unconnected molecules or ions with the total composition C4H9O2, from the Open Molecules 2025 dataset.

Each line ends with the Mulliken charge.
CARTESIAN COORDINATES (ANGSTROEM)
C: -0.796 -1.240 0.447  -0.719
C: -2.249 -1.256 0.917  -0.944
H: -0.323 -2.205 0.622  0.332
H: -0.716 -0.998 -0.615  0.274
H: -0.244 -0.459 0.974  0.199
H: -2.677 -0.267 0.755  0.287
H: -2.315 -1.455 1.988  0.276
H: -2.849 -1.966 0.346  0.283
C: 2.143 1.027 -1.131  -0.807
C: 1.189 1.923 -0.330  0.573
O: 0.236 2.491 -0.928  -0.737
O: 1.403 2.031 0.916  -0.752
H: 2.209 0.041 -0.664  0.190
H: 3.139 1.473 -1.126  0.285
H: 1.850 0.860 -2.172  0.260

Calculated values
2S+1 = 1
Kohn-Sham gap = 7.5 eV
molar mass = 89.114 g mol⁻¹
charge = -1

***

Tell me which of them is the least stable. Sure, it is one.